--- A ---
This record from the Open Molecules 2025 dataset describes 2 unconnected molecules or ions with the total composition C3H8OSi. The level of theory is the ωB97M-V functional and the def2-TZVPD basis.

Summary:
HOMO energy = -9.50 eV
lowest unoccupied orbital energy = 0.83 eV
SMILES = C[SiH3].C=C=O

Last columns: bonded neighbours and bond lengths (Å).
CARTESIAN COORDINATES (ANGSTROEM)
1 C -0.7830 0.5941 1.3214  Si2 1.983, H3 1.056, H4 1.083, H5 1.065
2 Si -2.1350 0.2035 -0.0758  C1 1.983, H6 1.591, H7 1.510, H8 1.440
3 H -1.3215 1.1940 2.0042  C1 1.056
4 H -0.4900 -0.2403 1.9464  C1 1.083
5 H 0.1126 1.0644 0.9876  C1 1.065
6 H -1.2195 0.0216 -1.3640  Si2 1.591
7 H -2.5518 -1.2362 0.1041  Si2 1.510
8 H -3.1068 1.2548 -0.2307  Si2 1.440
9 C 2.4155 -1.0317 -1.2549  C10 1.297, H12 1.043, H13 1.130
10 C 2.2969 0.0174 -0.5010  C9 1.297, O11 1.175
11 O 2.3757 1.0426 0.0681  C10 1.175
12 H 2.3833 -0.9423 -2.2933  C9 1.043
13 H 2.0238 -1.9420 -0.7121  C9 1.130

--- B ---
This record from the Open Molecules 2025 dataset describes a single C3H8OSi molecule. The level of theory is the ωB97M-V functional and the def2-TZVPD basis.

Summary:
HOMO energy = -9.10 eV
lowest unoccupied orbital energy = 0.66 eV
SMILES = CC1(C)O[SiH2]1

Last columns: bonded neighbours and bond lengths (Å).
CARTESIAN COORDINATES (ANGSTROEM)
1 C -0.6018 -1.3701 0.1583  C2 1.488, H6 1.013, H7 1.041, H8 1.077
2 C 0.1916 -0.1122 0.2145  C1 1.488, C3 1.607, O4 1.396, Si5 1.841
3 C -0.6168 1.2668 0.3807  C2 1.607, H9 1.044, H10 1.139, H11 1.019
4 O 1.2345 -0.0096 1.1366  C2 1.396, Si5 1.673
5 Si 1.9243 0.0483 -0.3867  C2 1.841, O4 1.673, H12 1.563, H13 1.482
6 H -0.1099 -2.0598 0.7140  C1 1.013
7 H -0.5478 -1.7850 -0.7948  C1 1.041
8 H -1.6168 -1.3057 0.5124  C1 1.077
9 H -0.0877 2.1100 0.0668  C3 1.044
10 H -0.9461 1.5024 1.4454  C3 1.139
11 H -1.4697 1.2545 -0.1773  C3 1.019
12 H 2.8318 -1.1866 -0.6943  Si5 1.563
13 H 2.4389 1.4331 -0.5035  Si5 1.482

--- C ---
This record from the Open Molecules 2025 dataset describes a single C3H8OSi molecule. The level of theory is the ωB97M-V functional and the def2-TZVPD basis.

Summary:
HOMO energy = -9.06 eV
lowest unoccupied orbital energy = 0.74 eV
SMILES = C[SiH2]C(C)=O

Last columns: bonded neighbours and bond lengths (Å).
CARTESIAN COORDINATES (ANGSTROEM)
1 C -1.3511 1.3766 -0.2827  Si2 1.924, H6 1.054, H7 1.152, H8 1.147
2 Si -1.1034 -0.5002 0.0595  C1 1.924, C3 1.923, H9 1.484, H10 1.469
3 C 0.7071 -1.1112 0.2722  Si2 1.923, C4 1.568, O5 1.224
4 C 1.9932 -0.2238 0.1371  C3 1.568, H11 1.069, H12 1.019, H13 1.162
5 O 0.7747 -2.3211 0.4461  C3 1.224
6 H -1.4203 1.8108 0.6757  C1 1.054
7 H -2.4410 1.4160 -0.6544  C1 1.152
8 H -0.6180 1.7820 -1.0663  C1 1.147
9 H -1.7382 -0.9141 1.3351  Si2 1.484
10 H -1.5966 -0.8891 -1.2685  Si2 1.469
11 H 1.7058 0.7225 0.5436  C4 1.069
12 H 2.2852 -0.2602 -0.8383  C4 1.019
13 H 2.8026 -0.8880 0.6410  C4 1.162

Least stable = A

--- A ---
This record from the Open Molecules 2025 dataset describes 5 unconnected molecules or ions with the total composition C2H13NO4. The level of theory is the ωB97M-V functional and the def2-TZVPD basis.

Summary:
HOMO energy = -8.09 eV
lowest unoccupied orbital energy = 0.51 eV
SMILES = C=CN.O.O.O.O

Last columns: bonded neighbours and bond lengths (Å).
CARTESIAN COORDINATES (ANGSTROEM)
1 C -0.6041 -1.0741 -1.4252  C2 1.341, H4 1.037, H5 1.121
2 C 0.3800 -0.8301 -2.3036  C1 1.341, N3 1.414, H6 1.050
3 N 0.2994 0.2053 -3.2629  C2 1.414, H7 0.995, H8 0.979
4 H -1.5261 -0.6021 -1.4803  C1 1.037
5 H -0.3413 -1.6982 -0.5320  C1 1.121
6 H 1.1955 -1.4751 -2.1602  C2 1.050
7 H -0.6020 0.3625 -3.6536  N3 0.995
8 H 0.9240 0.2231 -4.0162  N3 0.979
9 O 1.1609 -1.3667 2.6590  H10 0.967, H11 0.965
10 H 1.2324 -1.5969 3.5955  O9 0.967
11 H 0.9067 -2.1188 2.1106  O9 0.965
12 O -2.6378 1.3075 2.5787  H13 0.936, H14 0.928
13 H -3.1795 1.7801 1.9788  O12 0.936
14 H -2.1841 0.6164 2.1570  O12 0.928
15 O -0.8134 0.7809 0.2148  H16 0.990, H17 0.941
16 H -1.1447 1.2184 -0.6089  O15 0.990
17 H -0.0598 1.3051 0.4206  O15 0.941
18 O 2.2083 1.3489 1.2589  H19 0.951, H20 0.963
19 H 2.1346 0.6975 1.9475  O18 0.951
20 H 2.6510 0.9161 0.5214  O18 0.963

--- B ---
This record from the Open Molecules 2025 dataset describes 4 unconnected molecules or ions with the total composition C2H13NO4. The level of theory is the ωB97M-V functional and the def2-TZVPD basis.

Summary:
HOMO energy = -9.61 eV
lowest unoccupied orbital energy = 0.63 eV
SMILES = NCCO.O.O.O

Last columns: bonded neighbours and bond lengths (Å).
CARTESIAN COORDINATES (ANGSTROEM)
1 N 0.1136 0.6158 -1.1419  C2 1.473, H5 1.002, H6 1.062
2 C 0.8287 -0.6686 -1.0512  N1 1.473, C3 1.518, H7 1.207, H8 1.097
3 C 2.1335 -0.5819 -0.2800  C2 1.518, O4 1.440, H9 1.096, H10 1.110
4 O 1.9632 -0.6702 1.1472  C3 1.440, H11 0.950
5 H -0.8331 0.3685 -1.3564  N1 1.002
6 H 0.5944 1.1106 -1.9488  N1 1.062
7 H 1.1297 -1.1536 -2.1149  C2 1.207
8 H 0.0472 -1.2923 -0.5992  C2 1.097
9 H 2.5932 0.3799 -0.5329  C3 1.096
10 H 2.8498 -1.3863 -0.5478  C3 1.110
11 H 1.5334 0.1433 1.3826  O4 0.950
12 O -2.0251 -0.2474 1.7336  H13 0.980, H14 0.993
13 H -2.4094 -0.0473 2.6131  O12 0.980
14 H -1.1789 0.2652 1.8148  O12 0.993
15 O 0.2922 1.5203 1.3491  H16 1.006, H17 1.040
16 H 0.4799 2.5081 1.3709  O15 1.006
17 H 0.2845 1.4925 0.3098  O15 1.040
18 O -2.6701 -0.5490 -1.0036  H19 0.934, H20 1.062
19 H -3.1036 -1.3529 -1.1980  O18 0.934
20 H -2.6229 -0.4548 0.0536  O18 1.062

--- C ---
This record from the Open Molecules 2025 dataset describes 4 unconnected molecules or ions with the total composition C2H13NO4. The level of theory is the ωB97M-V functional and the def2-TZVPD basis.

Summary:
HOMO energy = -8.89 eV
lowest unoccupied orbital energy = 0.50 eV
SMILES = CNCO.O.O.O

Last columns: bonded neighbours and bond lengths (Å).
CARTESIAN COORDINATES (ANGSTROEM)
1 C 1.4651 2.0146 1.1082  N2 1.470, H5 1.091, H6 1.091, H7 1.105
2 N 1.1440 0.6536 0.6547  C1 1.470, C3 1.453, H8 1.009
3 C 2.1297 0.1571 -0.2897  N2 1.453, O4 1.450, H9 1.088, H10 1.089
4 O 3.2933 -0.4055 0.3674  C3 1.450, H11 0.966
5 H 1.1974 2.6831 0.2892  C1 1.091
6 H 1.0661 2.3432 2.0696  C1 1.091
7 H 2.5606 2.1097 1.2157  C1 1.105
8 H 0.9449 -0.0892 1.3086  N2 1.009
9 H 2.3590 0.9837 -0.9590  C3 1.088
10 H 1.6629 -0.6916 -0.7868  C3 1.089
11 H 3.4820 0.2718 1.0294  O4 0.966
12 O 1.0101 -2.0641 -3.0801  H13 0.974, H14 0.968
13 H 0.2350 -2.1166 -2.4926  O12 0.974
14 H 0.6381 -2.5041 -3.8580  O12 0.968
15 O -5.7764 1.2709 2.6743  H16 0.958, H17 0.953
16 H -6.3643 0.5239 2.5526  O15 0.958
17 H -6.1608 1.8223 1.9986  O15 0.953
18 O -1.8971 -1.2498 -1.2741  H19 0.961, H20 0.955
19 H -2.5415 -1.9624 -1.3018  O18 0.961
20 H -1.8007 -1.1315 -0.3314  O18 0.955

--- D ---
This record from the Open Molecules 2025 dataset describes 4 unconnected molecules or ions with the total composition C2H13NO4. The level of theory is the ωB97M-V functional and the def2-TZVPD basis.

Summary:
HOMO energy = -9.28 eV
lowest unoccupied orbital energy = 0.51 eV
SMILES = CNCO.O.O.O

Last columns: bonded neighbours and bond lengths (Å).
CARTESIAN COORDINATES (ANGSTROEM)
1 C 0.6292 0.4803 -2.1305  N2 1.455, H5 1.102, H6 1.078, H7 1.101
2 N -0.6746 0.2195 -1.5391  C1 1.455, C3 1.433, H8 1.005
3 C -0.8421 -0.6195 -0.3892  N2 1.433, O4 1.415, H9 1.088, H10 1.084
4 O -0.2352 -1.8868 -0.5592  C3 1.415, H11 0.953
5 H 1.1984 1.0002 -1.3429  C1 1.102
6 H 0.5166 1.0410 -3.0438  C1 1.078
7 H 1.2310 -0.4357 -2.2350  C1 1.101
8 H -1.4402 0.2230 -2.1902  N2 1.005
9 H -0.4707 -0.2008 0.5436  C3 1.088
10 H -1.9101 -0.8037 -0.3592  C3 1.084
11 H -0.5864 -2.4057 -1.2767  O4 0.953
12 O 1.2778 0.9237 2.1251  H13 0.981, H14 0.975
13 H 0.5316 1.3207 1.6267  O12 0.981
14 H 0.9262 0.1075 2.5272  O12 0.975
15 O 0.8464 -1.7604 2.4466  H16 0.975, H17 0.952
16 H 0.3026 -2.0993 1.7121  O15 0.975
17 H 1.2773 -2.5126 2.8389  O15 0.952
18 O -1.1127 2.3276 0.6752  H19 0.959, H20 0.977
19 H -0.4906 3.0425 0.8187  O18 0.959
20 H -0.9745 2.0386 -0.2481  O18 0.977

Least stable = A

--- A ---
This record from the Open Molecules 2025 dataset describes 4 unconnected molecules or ions with the total composition C2H13NO4. The level of theory is the ωB97M-V functional and the def2-TZVPD basis.

Summary:
HOMO energy = -9.03 eV
lowest unoccupied orbital energy = 0.58 eV
SMILES = CNCO.O.O.O

Last columns: bonded neighbours and bond lengths (Å).
CARTESIAN COORDINATES (ANGSTROEM)
1 C 0.1771 1.2854 -2.0311  N2 1.446, H5 1.090, H6 1.092, H7 1.092
2 N -1.1579 0.7317 -1.9956  C1 1.446, C3 1.405, H8 1.006
3 C -1.3836 -0.3926 -1.1830  N2 1.405, O4 1.446, H9 1.088, H10 1.090
4 O -0.5850 -1.5598 -1.4857  C3 1.446, H11 0.975
5 H 0.8321 0.8588 -2.7912  C1 1.090
6 H 0.6583 1.0834 -1.0720  C1 1.092
7 H 0.1652 2.3709 -2.1460  C1 1.092
8 H -1.6260 0.7662 -2.8854  N2 1.006
9 H -1.1113 -0.1816 -0.1514  C3 1.088
10 H -2.4423 -0.6471 -1.2382  C3 1.090
11 H -0.7638 -1.8185 -2.4084  O4 0.975
12 O -2.3805 1.9364 1.0814  H13 0.963, H14 0.972
13 H -3.2665 2.2624 0.8915  O12 0.963
14 H -2.2849 2.0553 2.0417  O12 0.972
15 O -1.0570 -3.1566 1.0910  H16 0.966, H17 0.962
16 H -0.6954 -2.4414 0.5512  O15 0.966
17 H -1.9259 -2.8449 1.3614  O15 0.962
18 O 6.0976 1.0970 3.5289  H19 0.964, H20 0.961
19 H 5.5462 0.4718 3.0443  O18 0.964
20 H 5.6746 1.2028 4.3856  O18 0.961

--- B ---
This record from the Open Molecules 2025 dataset describes 4 unconnected molecules or ions with the total composition C2H13NO4. The level of theory is the ωB97M-V functional and the def2-TZVPD basis.

Summary:
HOMO energy = -9.53 eV
lowest unoccupied orbital energy = 0.65 eV
SMILES = CNCO.O.O.O

Last columns: bonded neighbours and bond lengths (Å).
CARTESIAN COORDINATES (ANGSTROEM)
1 C 0.2321 -2.7937 0.1287  N2 1.433, H5 1.104, H6 1.062, H7 1.103
2 N -0.3177 -1.4779 0.2656  C1 1.433, C3 1.472, H8 0.977
3 C 0.5137 -0.4252 -0.3404  N2 1.472, O4 1.446, H9 1.154, H10 1.078
4 O 0.5240 -0.6678 -1.7664  C3 1.446, H11 0.970
5 H 1.3089 -2.6625 -0.0737  C1 1.104
6 H 0.1213 -3.3372 1.0344  C1 1.062
7 H -0.3084 -3.3100 -0.6824  C1 1.103
8 H -1.2578 -1.3388 0.0372  N2 0.977
9 H 1.5823 -0.3816 0.0922  C3 1.154
10 H 0.0179 0.5268 -0.2421  C3 1.078
11 H 1.4213 -0.8046 -2.1083  O4 0.970
12 O 0.2059 2.7499 0.9569  H13 0.956, H14 0.952
13 H 0.2693 2.3948 1.8425  O12 0.956
14 H 0.8006 2.1866 0.4716  O12 0.952
15 O -0.8424 3.2680 -2.7670  H16 0.949, H17 0.987
16 H -1.6175 3.3685 -2.2291  O15 0.949
17 H -0.2379 4.0399 -2.6566  O15 0.987
18 O -0.5383 -0.2273 2.8987  H19 0.962, H20 1.023
19 H -1.4203 -0.4872 3.1809  O18 0.962
20 H -0.4571 -0.6207 1.9573  O18 1.023

Least stable = B